Entry from OMol25: a cluster of 8 separate species, C38H98N6O12 in total in a non-equilibrium geometry (ωB97M-V/def2-TZVPD).

```
! wB97M-V def2-TZVPD RIJCOSX def2/J DEFGRID3
* xyz 0 1
H 11.8120 22.1283 -2.5395
H 14.2269 14.1683 -3.1100
H 14.4861 9.5768 -3.6665
H 4.5087 24.2006 -12.3631
H 13.2937 12.2403 -1.7622
O 6.0784 12.2517 -14.2025
H 3.9113 6.5996 -4.7388
H 3.1808 21.8913 -12.0080
C 16.4295 21.7445 -10.9916
C 5.5958 7.4369 -4.0375
H 9.5903 16.6387 -9.4549
C 10.7847 21.7992 -2.6959
H -2.0741 16.5694 -7.6131
O 14.4254 19.2315 -13.8221
H 10.5449 24.5443 -3.7734
H 7.4552 23.2918 -15.5182
H 4.5701 8.4571 -5.8579
N 3.1375 12.8235 -14.6122
O -2.5460 20.0213 -3.2754
C 12.2439 13.3128 -3.4232
C 14.8049 19.9640 -11.4343
H -4.3894 18.9225 -4.4925
O 15.3840 15.8876 -5.3624
H -1.9299 18.1527 -8.3881
H 6.9007 11.1387 -6.3438
H 12.9681 20.7387 -13.2780
C 9.6565 23.9171 -3.6987
H 5.8313 10.7804 -15.6310
H 19.3293 24.1743 -12.5688
N 4.6289 6.3488 -4.0737
H 7.2117 16.1225 -11.0979
H 0.3834 10.3345 -11.3840
H 7.1216 9.5392 -7.2238
C 6.8963 6.7677 -3.6084
H 0.6785 17.5526 -5.5770
C 8.8615 17.3819 -9.1313
H 6.1960 22.4012 -13.7989
C 13.7337 10.0228 -3.0160
H 1.4095 9.1055 -11.0498
C 5.2997 22.2725 -14.4058
H 11.7945 11.5273 -2.3086
C 13.1688 19.9632 -14.0172
H 7.3731 6.0583 -4.2848
H 9.4295 18.1451 -8.5994
C -3.2154 18.0234 -6.7001
C 5.5318 8.1990 -5.4146
H 6.7193 17.4575 -11.9418
C 1.9173 12.6529 -13.7806
C 17.7472 22.4979 -11.5139
N 13.2686 14.3723 -3.3553
H 18.5676 21.7829 -11.4511
H 5.9745 7.5665 -6.1840
H 16.7550 17.5892 -5.5121
H -4.6709 20.3709 -5.5408
H 19.6974 22.8967 -13.6907
H 4.7591 21.6024 -12.0078
C -1.8074 20.7342 -2.3294
H 7.8499 19.2981 -9.0124
H 14.0757 20.7707 -11.5087
H 12.4108 19.1916 -14.1524
H 8.9872 18.1067 -11.1320
H -1.5339 19.9741 -1.5975
C 6.5334 10.1275 -6.5195
N 3.9120 21.4298 -12.5301
H 9.2875 24.1848 -2.7087
O 13.3639 11.2368 -3.6597
O 17.6647 22.9251 -12.8859
H 13.3045 20.3996 -15.0068
O 6.4100 9.3502 -5.3345
H 11.7724 13.0077 -4.3574
C 3.8975 11.5833 -14.8042
H 1.2542 12.0861 -14.4341
C 5.3541 11.7072 -15.3127
H 3.2479 22.3465 -14.4390
H 15.5858 22.3900 -11.2358
N 16.1974 20.4545 -11.6705
O 5.4067 23.2598 -15.3901
H 13.0240 9.3208 -2.5782
H -2.0947 19.2344 -5.7219
H -4.0691 21.3469 -3.5137
H 7.4777 7.6709 -3.4237
C 3.9687 22.4167 -13.6244
H 14.3812 10.3149 -2.1893
H 2.6957 23.9001 -12.6356
H 6.6349 23.8511 -16.9500
H 13.1748 14.7995 -5.3558
H 18.7248 24.3234 -14.0846
H 6.7314 22.1085 -16.6104
C -0.0053 17.0363 -6.2507
H -3.2176 17.3560 -5.8383
C 14.4509 16.3104 -4.3787
H 16.4500 20.4490 -12.6484
H 2.7102 12.6322 -11.6613
C -2.0000 17.6410 -7.4282
H 5.3316 21.4241 -15.0894
H 10.8659 20.7147 -2.6236
H 18.0169 23.3220 -10.8534
H 3.7252 24.6114 -13.8134
O 2.2423 10.7319 -12.2587
H 5.3152 12.2606 -16.2510
H 8.9717 24.3194 -4.4452
H -0.9167 21.2593 -2.6745
C 2.0095 12.1508 -12.3436
C 6.9840 17.1740 -10.9231
C 7.4601 12.3882 -14.5629
H 11.3674 13.7567 -2.9512
H 7.5287 12.6875 -15.6087
H 0.6503 16.6259 -7.0187
C 10.0373 22.4593 -3.8791
C 12.6897 12.0477 -2.6489
H 4.0507 11.1821 -13.8023
H 7.9561 11.4205 -14.4888
H -2.6474 21.4759 -4.6352
C 18.8918 23.5430 -13.3422
H 1.7060 10.6843 -10.2381
H 3.2911 10.8170 -15.2871
O 7.9122 19.2758 -9.9701
H 6.0723 17.2890 -10.3369
H 8.0827 16.9745 -8.4867
C 14.5134 18.8364 -12.4286
H -4.1097 17.9595 -7.3199
H 3.7600 13.5709 -14.3403
H 10.5900 22.6197 -4.8048
H 1.4295 13.6242 -13.8631
H 14.5645 19.6701 -10.4126
H 5.0894 5.4865 -4.3275
C 6.6007 23.0950 -16.1656
H -2.4861 21.4120 -1.8117
C 13.1891 15.3499 -4.4150
H 15.0025 16.1140 -3.4594
H 5.5585 10.3215 -6.9666
H 17.2814 16.2705 -4.5780
N -3.0455 19.3164 -6.0527
C 8.2000 17.9845 -10.3881
H 17.1593 16.1293 -6.3384
C 1.4426 10.1881 -11.1722
C 16.6625 16.5053 -5.4440
C -3.9368 19.7759 -4.9975
H 5.2527 8.0737 -3.2222
H 8.2138 21.9544 -3.6321
H 14.0964 17.3395 -4.3207
O -0.8243 18.0353 -6.8034
H 7.8495 13.1201 -13.8552
H 6.8508 6.2396 -2.6560
H 16.3346 21.7280 -9.9059
H 10.3422 22.1880 -1.7787
O 8.9055 21.6797 -4.2385
C 3.7129 23.8588 -13.0250
H 15.2609 18.0450 -12.3731
C -3.2839 20.8130 -4.0491
H 1.0368 12.4071 -11.9237
H -0.4462 16.1667 -5.7634
H 12.2546 15.9101 -4.4461
H 13.5953 18.3327 -12.1260
*
```

## Properties
- Frontier orbital gap: 8.54 eV
- Relative energy (zero: lowest compared OMol25 entry of this formula, charge and spin): 113.91 kcal/mol
- HOMO: -8.2 eV
- F_max: 3.52 eV/Å
- Molecular weight: 831.232 g/mol
- SMILES: COC[C@H](C)N.COC[C@H](C)N.COCCNCCOC.COCCNCCOC.COCCNCCOC.COCCNCCOC.CC(C)O.CC(C)O
- LUMO level: 0.38 eV
- Calculated total energy: -2737.5450 a.u.